{
  "formula": "F10K5N5O20S10",
  "method": "ωB97M-V with the def2-TZVPD basis set",
  "molar_mass_g_mol": 1096.2,
  "homo_energy_ha": -0.316,
  "max_force_ev_per_a": 15.43,
  "e_above_lowest_kcal_mol": 67.3,
  "homo_lumo_gap_ev": 5.42,
  "symbols": ["K", "K", "K", "K", "K", "N", "S", "O", "O", "F", "S", "O", "O", "F", "N", "S", "O", "O", "F", "S", "O", "O", "F", "N", "S", "O", "O", "F", "S", "O", "O", "F", "N", "S", "O", "O", "F", "S", "O", "O", "F", "N", "S", "O", "O", "F", "S", "O", "O", "F"],
  "positions_angstrom": [[-0.916, 1.808, 1.843], [-3.305, -3.191, -2.332], [-1.795, -1.760, 2.781], [1.362, -5.714, 0.265], [1.843, 1.238, -2.984], [-0.176, -0.417, 0.790], [1.035, -1.577, 0.390], [2.024, -1.212, -0.654], [0.636, -2.989, 0.288], [1.902, -1.353, 1.729], [-0.746, -0.772, -0.520], [-1.608, -1.953, -0.589], [-0.184, -0.157, -1.743], [-1.781, 0.449, -0.410], [1.455, 3.288, 2.012], [2.522, 2.253, 1.725], [3.870, 2.486, 2.289], [2.279, 1.415, 0.566], [1.976, 1.236, 2.924], [1.705, 4.156, 0.605], [0.841, 3.805, -0.508], [2.977, 4.809, 0.327], [0.867, 5.347, 1.349], [6.061, -1.540, 4.555], [5.248, -1.758, 3.258], [4.663, -3.081, 3.107], [5.687, -1.011, 2.049], [3.943, -0.839, 3.633], [7.311, -2.695, 4.057], [8.230, -2.433, 2.988], [6.992, -4.102, 4.365], [8.283, -2.358, 5.270], [-6.236, 0.005, 0.766], [-5.065, -0.889, 0.528], [-4.002, -0.897, 1.502], [-4.808, -1.165, -0.908], [-5.911, -2.175, 0.889], [-5.425, 1.310, 0.085], [-5.569, 1.635, -1.339], [-4.228, 1.658, 0.752], [-6.503, 2.340, 0.693], [-3.380, 1.649, -4.970], [-2.366, 0.880, -4.114], [-0.954, 0.944, -4.365], [-2.823, -0.234, -3.227], [-2.468, 1.954, -2.928], [-3.162, 0.622, -6.394], [-2.686, -0.715, -6.162], [-2.835, 1.322, -7.652], [-4.782, 0.378, -6.578]]
}


{
  "formula": "C2H9N3S2",
  "method": "ωB97M-V with the def2-TZVPD basis set",
  "molar_mass_g_mol": 139.2,
  "smiles": "N=C(N)N.CSS",
  "homo_energy_ha": -0.331,
  "max_force_ev_per_a": 0.50,
  "e_above_lowest_kcal_mol": 0.0,
  "homo_lumo_gap_ev": 9.51,
  "symbols": ["N", "C", "N", "N", "H", "H", "H", "H", "H", "C", "S", "S", "H", "H", "H", "H"],
  "positions_angstrom": [[0.457, -1.207, -1.955], [0.691, 0.143, -2.195], [0.578, 0.503, -3.546], [0.973, 1.025, -1.324], [-0.123, -1.348, -1.138], [-0.007, -1.672, -2.722], [1.004, -0.189, -4.146], [1.026, 1.404, -3.655], [1.180, 0.605, -0.420], [-0.075, 1.658, 2.034], [0.271, -0.114, 2.102], [-1.427, -0.910, 1.288], [-0.141, 1.989, 1.004], [0.763, 2.151, 2.524], [-1.013, 1.883, 2.542], [-2.221, -0.846, 2.366]]
}


{
  "formula": "C2H6N2O",
  "method": "ωB97M-V with the def2-TZVPD basis set",
  "charge": 1,
  "molar_mass_g_mol": 74.1,
  "homo_energy_ha": [-0.600, -0.589],
  "max_force_ev_per_a": 1.91,
  "multiplicity": 2,
  "e_above_lowest_kcal_mol": 2.1,
  "homo_lumo_gap_ev": [12.44, 6.85],
  "s_squared": 0.757,
  "symbols": ["C", "N", "C", "N", "O", "H", "H", "H", "H", "H", "H"],
  "positions_angstrom": [[0.034, 1.894, 0.348], [-0.545, 0.697, -0.168], [0.063, -0.590, 0.029], [-0.346, -1.517, -0.874], [0.930, -0.693, 0.849], [0.961, 1.650, 0.856], [0.201, 2.579, -0.489], [-0.694, 2.374, 1.008], [-1.249, 0.853, -0.885], [-0.653, -1.076, -1.733], [0.264, -2.297, -1.046]]
}


{
  "formula": "C6H20O5",
  "method": "ωB97M-V with the def2-TZVPD basis set",
  "charge": -1,
  "molar_mass_g_mol": 172.2,
  "homo_energy_ha": [0.010, -0.141],
  "max_force_ev_per_a": 4.84,
  "multiplicity": 2,
  "e_above_lowest_kcal_mol": 53.0,
  "homo_lumo_gap_ev": [2.72, 6.81],
  "s_squared": 0.760,
  "symbols": ["C", "C", "C", "C", "C", "C", "H", "H", "H", "H", "H", "H", "H", "H", "H", "H", "H", "H", "O", "H", "H", "O", "H", "H", "O", "H", "H", "O", "H", "H", "O"],
  "positions_angstrom": [[0.433, -2.096, 2.489], [-0.139, -2.140, 1.097], [0.380, -2.889, 0.128], [-2.809, 0.037, -0.464], [-2.098, -1.116, 0.062], [-1.132, -1.032, 0.990], [1.240, -2.844, 2.635], [0.937, -1.191, 2.800], [-0.350, -2.196, 3.243], [1.157, -3.638, 0.356], [-0.023, -2.976, -0.865], [-1.971, 0.595, -0.907], [-2.924, 0.770, 0.354], [-3.766, -0.066, -0.964], [-2.284, -2.068, -0.483], [-0.942, -0.188, 1.638], [2.325, 1.171, 1.555], [1.924, 2.171, 2.630], [2.627, 1.555, 2.399], [1.038, 2.287, 0.354], [1.111, 3.589, -0.293], [0.676, 3.179, 0.470], [2.762, -0.209, -1.145], [1.203, -0.025, -0.862], [2.103, 0.331, -0.682], [-1.237, 1.004, -2.312], [-2.476, 0.278, -3.046], [-1.572, 0.604, -3.141], [0.578, 2.489, -2.963], [1.790, 1.849, -2.476], [1.439, 2.763, -2.599]]
}


{
  "formula": "C2H4N2OS",
  "method": "ωB97M-V with the def2-TZVPD basis set",
  "molar_mass_g_mol": 104.1,
  "smiles": "C=NS/C=N\\O",
  "homo_energy_ha": -0.312,
  "max_force_ev_per_a": 4.75,
  "e_above_lowest_kcal_mol": 118.2,
  "homo_lumo_gap_ev": 8.35,
  "symbols": ["C", "C", "H", "H", "H", "H", "N", "N", "O", "S"],
  "positions_angstrom": [[0.173, 1.606, 0.835], [0.684, -1.721, -1.013], [-1.570, -0.103, 0.467], [0.735, 2.338, 1.380], [0.267, -2.416, -1.812], [1.687, -1.629, -1.184], [-1.131, 1.769, 0.770], [0.053, -0.903, -0.181], [-1.975, 0.872, 0.277], [1.078, 0.189, 0.461]]
}


{
  "formula": "C5H7NO",
  "method": "ωB97M-V with the def2-TZVPD basis set",
  "molar_mass_g_mol": 97.1,
  "smiles": "CC1=C[C@@H]1C(N)=O",
  "homo_energy_ha": -0.335,
  "max_force_ev_per_a": 0.42,
  "e_above_lowest_kcal_mol": 50.0,
  "homo_lumo_gap_ev": 10.01,
  "symbols": ["C", "C", "C", "O", "C", "N", "C", "H", "H", "H", "H", "H", "H", "H"],
  "positions_angstrom": [[-2.251, 0.714, 0.522], [-1.139, -0.158, 0.077], [-0.733, -1.210, -0.546], [1.712, -1.637, 0.550], [1.561, -0.505, 0.121], [2.625, 0.342, -0.045], [0.251, -0.081, -0.502], [-2.158, 1.078, 1.547], [-3.202, 0.186, 0.413], [-2.278, 1.591, -0.137], [-0.789, -2.244, -0.838], [3.515, -0.008, 0.279], [2.499, 1.341, -0.089], [0.388, 0.592, -1.355]]
}


{
  "formula": "C10H26Cl2NO3P2Re",
  "method": "ωB97M-V with the def2-TZVPD basis set",
  "charge": 3,
  "molar_mass_g_mol": 527.4,
  "homo_energy_ha": [-0.699, -0.727],
  "max_force_ev_per_a": 5.05,
  "multiplicity": 4,
  "homo_lumo_gap_ev": [6.49, 6.19],
  "s_squared": 3.776,
  "symbols": ["C", "C", "H", "H", "H", "O", "Cl", "Re", "P", "C", "C", "H", "H", "H", "H", "H", "H", "C", "H", "H", "H", "P", "C", "C", "H", "H", "H", "C", "H", "H", "H", "H", "H", "H", "Cl", "N", "C", "C", "O", "O", "H", "H", "H", "H", "H"],
  "positions_angstrom": [[-1.057, -0.077, -3.638], [-0.944, -0.203, -2.178], [-2.108, 0.042, -3.928], [-0.649, -0.959, -4.159], [-0.501, 0.803, -3.984], [-1.716, -0.555, -1.293], [1.596, -0.175, -2.426], [0.414, -0.084, -0.254], [0.689, -2.384, -0.434], [-0.479, -3.250, 0.655], [0.410, -3.241, -2.028], [0.637, -4.302, -1.877], [2.371, -4.059, -0.128], [1.070, -2.829, -2.797], [3.095, -2.448, -0.476], [-1.504, -2.982, 0.372], [-0.633, -3.139, -2.346], [2.321, -2.984, 0.084], [-0.323, -4.327, 0.516], [2.438, -2.797, 1.157], [-0.282, -2.954, 1.693], [0.440, 2.190, -0.668], [-0.697, 3.012, 0.499], [2.029, 3.051, -0.369], [0.634, 2.600, -3.059], [0.014, 4.017, -2.168], [-1.078, 2.654, -2.526], [-0.050, 2.926, -2.269], [2.837, 2.500, -0.863], [1.965, 4.065, -0.784], [-0.712, 4.084, 0.271], [-0.343, 2.859, 1.525], [2.221, 3.098, 0.708], [-1.705, 2.597, 0.385], [2.214, 0.178, 1.102], [-1.109, 0.839, 4.491], [-1.932, 0.241, 3.409], [-0.865, -0.352, 2.504], [0.007, -1.014, 3.086], [-0.941, -0.068, 1.257], [-0.374, 0.156, 4.751], [-1.648, 1.139, 5.305], [-0.653, 1.696, 4.118], [-2.552, -0.550, 3.843], [-2.547, 0.984, 2.920]]
}


{
  "formula": "S2",
  "method": "ωB97M-V with the def2-TZVPD basis set",
  "molar_mass_g_mol": 64.1,
  "homo_energy_ha": -0.347,
  "max_force_ev_per_a": 5.93,
  "e_above_lowest_kcal_mol": 49.1,
  "homo_lumo_gap_ev": 5.60,
  "symbols": ["S", "S"],
  "positions_angstrom": [[0.000, 0.000, 1.190], [0.000, 0.000, -1.190]]
}